Record 1
Density functional theory data (ωB97M-V/def2-TZVPD) for a molecular structure, C29H46BrN3OsP2 in a non-equilibrium geometry.

CARTESIAN COORDINATES (ANGSTROEM)
N1 -7.1644 5.6327 -6.8635
C1 -6.9037 6.2350 -5.6977
C2 -6.1546 5.6149 -4.6888
C3 -5.5914 4.3378 -4.9252
C4 -5.8903 3.7172 -6.1639
C5 -6.6967 4.3999 -7.0877
C6 -4.7171 3.7220 -3.9339
Os1 -0.2817 -0.0812 -0.1630
P1 6.0172 -0.8915 -1.0816
C7 -3.7372 2.8154 -4.2411
C8 -2.8776 2.2332 -3.2445
C9 -1.6483 1.6469 -3.6262
C10 -0.7479 1.1867 -2.6708
C11 -1.1252 1.2760 -1.3040
C12 -2.3716 1.7971 -0.9060
C13 -3.2331 2.2931 -1.8801
Br1 1.8944 -0.1465 0.9833
H1 -4.8173 4.0916 -2.9131
H2 -3.5046 2.5664 -5.2837
H3 -5.9848 6.1425 -3.7519
H4 -5.5307 2.7211 -6.4200
H5 -7.2973 7.2445 -5.5545
H6 -6.9613 3.9486 -8.0472
H7 -1.4003 1.5823 -4.6940
H8 -4.1866 2.7432 -1.5842
H9 0.2284 0.7781 -2.9090
H10 -2.6483 1.7935 0.1442
P2 -0.5884 -2.0245 -0.9758
C14 5.5118 0.8684 -0.8933
C15 6.6169 1.8316 -1.3492
H11 5.3029 0.9966 0.1780
H12 4.5755 1.0200 -1.4500
H13 6.4447 2.8260 -0.9252
H14 7.6038 1.4890 -1.0154
H15 6.6460 1.9371 -2.4398
C16 5.2334 -1.3410 -2.6887
C17 5.9646 -2.5027 -3.3687
H16 5.2728 -0.4355 -3.3119
H17 4.1796 -1.5844 -2.4889
H18 5.7016 -2.5452 -4.4313
H19 7.0528 -2.3830 -3.2982
H20 5.6946 -3.4649 -2.9181
C18 4.9427 -1.7779 0.1208
C19 5.6843 -2.0568 1.4311
H21 4.6753 -2.7245 -0.3698
H22 4.0152 -1.1972 0.2887
H23 5.1395 -2.8033 2.0194
H24 6.6857 -2.4519 1.2216
H25 5.7874 -1.1571 2.0503
C20 -0.4254 -3.4427 0.1880
C21 -1.5868 -4.4418 0.2364
H26 -0.2210 -3.0110 1.1794
H27 0.5066 -3.9496 -0.0993
H28 -2.5081 -3.9873 0.6210
H29 -1.7931 -4.8584 -0.7568
H30 -1.3242 -5.2824 0.8964
C22 0.6157 -2.4538 -2.2975
C23 0.0720 -2.4741 -3.7255
H31 1.0460 -3.4326 -2.0321
H32 1.4218 -1.7112 -2.1958
H33 -0.5338 -3.3702 -3.9186
H34 -0.5303 -1.5885 -3.9598
H35 0.9149 -2.4936 -4.4295
C24 -2.2654 -2.1501 -1.7271
C25 -3.3156 -1.6104 -0.7606
H36 -2.4391 -3.1978 -2.0132
H37 -2.2236 -1.5560 -2.6498
H38 -4.0495 -0.9829 -1.2864
H39 -3.8691 -2.4135 -0.2529
H40 -2.8587 -0.9739 0.0231
C26 -0.8901 2.6861 1.8711
C27 -1.3868 1.3725 2.3206
N2 -1.2329 0.1908 1.7335
C28 -1.7700 -0.7941 2.5894
C29 -2.2645 -0.1548 3.6837
N3 -2.0219 1.1934 3.5050
H41 -1.7240 3.3299 1.5577
H42 -0.3847 3.1737 2.7121
H43 -0.1859 2.5540 1.0409
H44 -1.7144 -1.8434 2.3329
H45 -2.7657 -0.5528 4.5484
H46 -2.2276 1.9531 4.1583

Summary:
- 2S+1 = 5
- net charge = +4
- relative energy (zero: lowest compared OMol25 entry of this formula, charge and spin) (eV) = 0.000
- highest occupied orbital energy (spin up / spin down) (eV) = -18.45 / -18.62
- frontier orbital gap (spin up / spin down) (eV) = 6.14 / 4.87
- energy (eV) = -126334.664

Formally, the Löwdin partial charges of the atoms, in units of the elementary charge, are as follows: atom 1 (N): 0.16, atom 2 (C): 0.02, atom 3 (C): 0.12, atom 4 (C): -0.15, atom 5 (C): 0.11, atom 6 (C): 0.02, atom 7 (C): 0.00, atom 8 (Os): 0.99, atom 9 (P): 1.23, atom 10 (C): 0.00, atom 11 (C): -0.18, atom 12 (C): 0.01, atom 13 (C): -0.08, atom 14 (C): -0.33, atom 15 (C): -0.08, atom 16 (C): 0.02, atom 17 (Br): 0.25, atom 18 (H): 0.12, atom 19 (H): 0.13, atom 20 (H): 0.15, atom 21 (H): 0.14, atom 22 (H): 0.16, atom 23 (H): 0.16, atom 24 (H): 0.14, atom 25 (H): 0.13, atom 26 (H): 0.11, atom 27 (H): 0.09, atom 28 (P): 0.74, atom 29 (C): -0.37, atom 30 (C): -0.13, atom 31 (H): 0.09, atom 32 (H): 0.09, atom 33 (H): 0.09, atom 34 (H): 0.08, atom 35 (H): 0.08, atom 36 (C): -0.37, atom 37 (C): -0.13, atom 38 (H): 0.09, atom 39 (H): 0.08, atom 40 (H): 0.09, atom 41 (H): 0.08, atom 42 (H): 0.08, atom 43 (C): -0.41, atom 44 (C): -0.13, atom 45 (H): 0.09, atom 46 (H): -0.05, atom 47 (H): 0.09, atom 48 (H): 0.08, atom 49 (H): 0.08, atom 50 (C): -0.34, atom 51 (C): -0.10, atom 52 (H): 0.06, atom 53 (H): 0.09, atom 54 (H): 0.07, atom 55 (H): 0.09, atom 56 (H): 0.11, atom 57 (C): -0.35, atom 58 (C): -0.12, atom 59 (H): 0.10, atom 60 (H): 0.06, atom 61 (H): 0.10, atom 62 (H): 0.06, atom 63 (H): 0.10, atom 64 (C): -0.34, atom 65 (C): -0.13, atom 66 (H): 0.10, atom 67 (H): 0.08, atom 68 (H): 0.09, atom 69 (H): 0.09, atom 70 (H): 0.02, atom 71 (C): 0.01, atom 72 (C): -0.38, atom 73 (N): -0.11, atom 74 (C): -0.07, atom 75 (C): 0.00, atom 76 (N): 0.16, atom 77 (H): 0.11, atom 78 (H): 0.12, atom 79 (H): 0.06, atom 80 (H): 0.11, atom 81 (H): 0.15, atom 82 (H): 0.20

Record 2
Density functional theory data (ωB97M-V/def2-TZVPD) for a molecular structure, C29H46BrN3P2Pt in a non-equilibrium geometry.

CARTESIAN COORDINATES (ANGSTROEM)
N1 -1.9320 -5.3690 4.7924
C1 -2.2997 -4.0906 4.9329
C2 -1.7401 -3.0660 4.1580
C3 -0.9913 -3.3865 2.9805
C4 -0.4950 -4.7223 2.9693
C5 -1.0477 -5.6882 3.8374
C6 -0.8910 -2.5179 1.8302
Pt1 0.3992 -2.1990 -0.3952
P1 0.6374 -1.4137 -2.8820
C7 -1.1123 -3.0571 0.5052
C8 -2.3762 -2.5268 -0.1893
C9 -2.9951 -3.3198 -1.1707
C10 -4.2333 -2.9426 -1.6971
C11 -4.9329 -1.8618 -1.1256
C12 -4.3183 -1.0436 -0.1719
C13 -3.0138 -1.3669 0.2422
Br1 -6.6377 -1.5737 -1.7290
H1 -1.1309 -1.4744 2.0571
H2 -1.0483 -4.1482 0.4639
H3 -1.9973 -2.0500 4.4452
H4 0.2711 -5.0072 2.2454
H5 -3.0360 -3.9098 5.7334
H6 -0.7143 -6.7363 3.7439
H7 -2.4436 -4.1627 -1.5831
H8 -2.4337 -0.6918 0.8858
H9 -4.6709 -3.4811 -2.5302
H10 -4.7867 -0.1291 0.1994
P2 2.4275 -1.9422 0.6638
C14 -1.0621 -1.8239 -2.9753
C15 -1.7112 -1.9691 -4.3377
H11 -1.5929 -1.1242 -2.3181
H12 -0.9589 -2.7976 -2.4613
H13 -2.7872 -2.0917 -4.2151
H14 -1.5378 -1.0997 -4.9693
H15 -1.3406 -2.8564 -4.8499
C16 1.8457 -2.7058 -3.2292
C17 2.0109 -3.0581 -4.7099
H16 1.4395 -3.5304 -2.6216
H17 2.8062 -2.4087 -2.7797
H18 2.5130 -4.0261 -4.8015
H19 1.0477 -3.1252 -5.2230
H20 2.6363 -2.3215 -5.2223
C18 1.1192 0.0442 -2.0225
C19 1.5208 1.3155 -2.7424
H21 2.0499 -0.4920 -1.6927
H22 0.3836 0.1700 -1.1919
H23 2.2220 1.8901 -2.1304
H24 2.0056 1.0667 -3.6859
H25 0.6376 1.9217 -2.9416
C20 2.6809 -0.0948 0.5290
C21 4.0906 0.2670 0.9216
H26 1.8703 0.4134 1.0680
H27 2.5484 0.2947 -0.4810
H28 4.1013 0.6986 1.9194
H29 4.7386 -0.6078 0.8749
H30 4.4958 0.9984 0.2189
C22 3.8395 -2.9845 0.0036
C23 4.2086 -4.2471 0.8066
H31 4.7225 -2.3494 -0.0640
H32 3.6379 -3.2760 -1.0292
H33 5.1657 -4.1474 1.3364
H34 3.4301 -4.5296 1.5250
H35 4.3539 -5.0890 0.1250
C24 2.8813 -2.1447 2.4755
C25 2.3880 -1.2893 3.6269
H36 3.9776 -2.0007 2.4542
H37 2.7014 -3.2073 2.6917
H38 2.8178 -1.7381 4.5275
H39 2.7660 -0.2633 3.5816
H40 1.3003 -1.2886 3.7528
C26 -3.7766 2.3086 1.1982
C27 -2.3706 2.1404 1.5944
N2 -1.5966 1.0741 1.5012
C28 -0.3514 1.4238 1.9704
C29 -0.3918 2.7344 2.3766
N3 -1.6710 3.1658 2.1455
H41 -4.4405 1.8059 1.9146
H42 -4.0371 3.3701 1.2002
H43 -3.9306 1.9006 0.1946
H44 0.4508 0.7058 1.9991
H45 0.3602 3.3447 2.8116
H46 -2.0532 4.0852 2.3095

Summary:
- 2S+1 = 3
- net charge = +2
- relative energy (zero: lowest compared OMol25 entry of this formula, charge and spin) (eV) = 3.218
- highest occupied orbital energy (spin up / spin down) (eV) = -12.67 / -13.52
- frontier orbital gap (spin up / spin down) (eV) = 5.63 / 5.14
- energy (eV) = -127137.213

Formally, the Löwdin partial charges of the atoms, in units of the elementary charge, are as follows: atom 1 (N): 0.08, atom 2 (C): -0.10, atom 3 (C): 0.02, atom 4 (C): -0.20, atom 5 (C): -0.01, atom 6 (C): -0.10, atom 7 (C): -0.04, atom 8 (Pt): 0.69, atom 9 (P): 1.02, atom 10 (C): -0.33, atom 11 (C): -0.26, atom 12 (C): -0.05, atom 13 (C): -0.11, atom 14 (C): -0.72, atom 15 (C): -0.07, atom 16 (C): -0.03, atom 17 (Br): 0.88, atom 18 (H): 0.09, atom 19 (H): 0.11, atom 20 (H): 0.12, atom 21 (H): 0.11, atom 22 (H): 0.13, atom 23 (H): 0.12, atom 24 (H): 0.13, atom 25 (H): 0.06, atom 26 (H): 0.11, atom 27 (H): 0.09, atom 28 (P): 0.88, atom 29 (C): -0.43, atom 30 (C): -0.09, atom 31 (H): 0.10, atom 32 (H): 0.05, atom 33 (H): 0.08, atom 34 (H): 0.09, atom 35 (H): 0.08, atom 36 (C): -0.37, atom 37 (C): -0.11, atom 38 (H): 0.08, atom 39 (H): 0.08, atom 40 (H): 0.09, atom 41 (H): 0.07, atom 42 (H): 0.09, atom 43 (C): -0.46, atom 44 (C): -0.09, atom 45 (H): 0.03, atom 46 (H): 0.09, atom 47 (H): 0.09, atom 48 (H): 0.08, atom 49 (H): 0.09, atom 50 (C): -0.39, atom 51 (C): -0.12, atom 52 (H): 0.05, atom 53 (H): 0.02, atom 54 (H): 0.08, atom 55 (H): 0.05, atom 56 (H): 0.09, atom 57 (C): -0.36, atom 58 (C): -0.12, atom 59 (H): 0.08, atom 60 (H): 0.05, atom 61 (H): 0.09, atom 62 (H): 0.05, atom 63 (H): 0.08, atom 64 (C): -0.36, atom 65 (C): -0.11, atom 66 (H): 0.10, atom 67 (H): 0.07, atom 68 (H): 0.09, atom 69 (H): 0.07, atom 70 (H): 0.06, atom 71 (C): 0.00, atom 72 (C): -0.39, atom 73 (N): 0.06, atom 74 (C): -0.15, atom 75 (C): -0.07, atom 76 (N): 0.11, atom 77 (H): 0.10, atom 78 (H): 0.09, atom 79 (H): 0.08, atom 80 (H): 0.05, atom 81 (H): 0.11, atom 82 (H): 0.17

Record 3
Density functional theory data (ωB97M-V/def2-TZVPD) for a molecular structure, C29H46BrNOP2Pt in a non-equilibrium geometry.

CARTESIAN COORDINATES (ANGSTROEM)
C1 -0.7044 7.0364 -3.8534
C2 -0.8541 5.6730 -4.1893
C3 -1.1932 5.3379 -5.5176
C4 -1.3896 6.3835 -6.4348
N1 -1.2575 7.6646 -6.0988
C5 -0.9231 7.9941 -4.8511
C6 -0.7143 4.6378 -3.1977
C7 -0.6439 3.8771 -2.2471
C8 -0.6745 2.9563 -1.1998
C9 0.4382 2.8834 -0.3445
C10 0.5086 1.8315 0.5551
C11 -0.5311 0.8861 0.5147
C12 -1.7629 1.1023 -0.1394
C13 -1.8001 2.1196 -1.0736
Pt1 -0.3107 -0.9021 1.3113
P1 1.8679 -1.5782 1.1324
H1 -1.3290 4.3101 -5.8356
H2 -0.4501 7.3591 -2.8425
H3 -1.6675 6.1651 -7.4715
H4 -0.8288 9.0657 -4.6296
H5 -2.6733 2.2615 -1.7151
H6 1.2362 3.6289 -0.4114
H7 -2.6019 0.4666 0.0991
H8 1.3123 1.7265 1.2781
C14 2.3786 -3.1210 1.9957
C15 3.3305 -4.0852 1.3020
H9 1.4509 -3.6578 2.2452
H10 2.7903 -2.7966 2.9630
H11 3.4715 -4.9630 1.9467
H12 2.9275 -4.4472 0.3493
H13 4.3217 -3.6528 1.1298
C16 2.0494 -1.7405 -0.6844
C17 2.9912 -0.7739 -1.3997
H14 1.0382 -1.5925 -1.0960
H15 2.3228 -2.7859 -0.8777
H16 2.8610 -0.9021 -2.4834
H17 2.7560 0.2736 -1.1692
H18 4.0488 -0.9610 -1.1757
C18 3.0785 -0.3294 1.6847
C19 4.5337 -0.8047 1.7195
H19 2.7424 0.0125 2.6752
H20 2.9859 0.5369 1.0174
H21 5.1843 0.0471 1.9524
H22 4.7065 -1.5688 2.4851
H23 4.8675 -1.2076 0.7559
Br1 -0.6876 -2.7741 2.8721
P2 -2.5245 -3.3507 -1.2169
C20 -0.7155 -3.6282 -1.0686
C21 -0.3207 -5.0188 -1.5586
H24 -0.4378 -3.4482 -0.0152
H25 -0.2279 -2.8599 -1.6858
H26 0.7428 -5.0452 -1.8248
H27 -0.4879 -5.7801 -0.7893
H28 -0.8964 -5.2944 -2.4485
C22 -3.0756 -2.9882 0.4841
C23 -4.4154 -3.6517 0.8067
H29 -3.1258 -1.8967 0.5981
H30 -2.2885 -3.3580 1.1621
H31 -4.5301 -3.7248 1.8950
H32 -5.2516 -3.0570 0.4234
H33 -4.4899 -4.6605 0.3885
C24 -2.6084 -1.6845 -2.0228
C25 -2.9694 -1.8305 -3.4994
H34 -1.6486 -1.1683 -1.8853
H35 -3.3776 -1.1115 -1.4825
H36 -3.3461 -0.8808 -3.8903
H37 -2.0986 -2.1128 -4.0983
H38 -3.7460 -2.5872 -3.6402
C26 -0.1460 2.2905 5.3809
C27 0.5011 1.0141 5.9591
C28 0.8712 0.1896 4.7222
O1 0.2170 0.7314 3.5564
C29 -0.4425 1.9524 3.9087
H39 -1.0554 2.5823 5.9196
H40 0.5774 3.1185 5.4204
H41 -0.2115 0.4760 6.5969
H42 1.3895 1.2580 6.5401
H43 1.9632 0.2386 4.5491
H44 0.6009 -0.8733 4.7943
H45 -1.5215 1.8107 3.7423
H46 -0.1062 2.7563 3.2327

Summary:
- 2S+1 = 3
- net charge = +2
- relative energy (zero: lowest compared OMol25 entry of this formula, charge and spin) (eV) = 0.000
- highest occupied orbital energy (spin up / spin down) (eV) = -13.49 / -13.47
- frontier orbital gap (spin up / spin down) (eV) = 6.46 / 4.24
- energy (eV) = -126204.726

Formally, the Löwdin partial charges of the atoms, in units of the elementary charge, are as follows: atom 1 (C): 0.00, atom 2 (C): -0.22, atom 3 (C): 0.00, atom 4 (C): -0.12, atom 5 (N): 0.07, atom 6 (C): -0.11, atom 7 (C): 0.11, atom 8 (C): 0.06, atom 9 (C): -0.21, atom 10 (C): 0.02, atom 11 (C): -0.09, atom 12 (C): -0.31, atom 13 (C): -0.09, atom 14 (C): 0.01, atom 15 (Pt): 0.67, atom 16 (P): 0.86, atom 17 (H): 0.11, atom 18 (H): 0.12, atom 19 (H): 0.12, atom 20 (H): 0.12, atom 21 (H): 0.14, atom 22 (H): 0.14, atom 23 (H): 0.09, atom 24 (H): 0.09, atom 25 (C): -0.41, atom 26 (C): -0.11, atom 27 (H): -0.04, atom 28 (H): 0.10, atom 29 (H): 0.10, atom 30 (H): 0.07, atom 31 (H): 0.08, atom 32 (C): -0.37, atom 33 (C): -0.11, atom 34 (H): 0.03, atom 35 (H): 0.08, atom 36 (H): 0.09, atom 37 (H): 0.07, atom 38 (H): 0.08, atom 39 (C): -0.36, atom 40 (C): -0.11, atom 41 (H): 0.07, atom 42 (H): 0.07, atom 43 (H): 0.10, atom 44 (H): 0.08, atom 45 (H): 0.07, atom 46 (Br): 0.25, atom 47 (P): 1.24, atom 48 (C): -0.39, atom 49 (C): -0.13, atom 50 (H): 0.03, atom 51 (H): 0.06, atom 52 (H): 0.08, atom 53 (H): 0.09, atom 54 (H): 0.07, atom 55 (C): -0.43, atom 56 (C): -0.13, atom 57 (H): 0.07, atom 58 (H): -0.06, atom 59 (H): 0.09, atom 60 (H): 0.08, atom 61 (H): 0.08, atom 62 (C): -0.37, atom 63 (C): -0.14, atom 64 (H): 0.08, atom 65 (H): 0.08, atom 66 (H): 0.09, atom 67 (H): 0.08, atom 68 (H): 0.07, atom 69 (C): -0.13, atom 70 (C): -0.13, atom 71 (C): -0.20, atom 72 (O): -0.26, atom 73 (C): -0.20, atom 74 (H): 0.12, atom 75 (H): 0.12, atom 76 (H): 0.12, atom 77 (H): 0.12, atom 78 (H): 0.11, atom 79 (H): 0.08, atom 80 (H): 0.12, atom 81 (H): 0.11